## A
ORCA calculation (wB97M-V/def2-TZVPD) on a 2-piece molecular cluster, C3H3F2NO overall.

Net charge: 0

Last column: Löwdin charge in e.
Cartesian coordinates (Å):
C: -0.07015 -1.04319 -1.59715  -0.210
C: -0.01416 0.00289 -0.70684  -0.096
C: -0.09288 0.95317 1.62907  -0.334
H: -0.36421 0.98111 -0.90341  0.107
H: 1.49659 -0.28168 1.03401  0.234
H: -1.58623 1.13872 1.56835  0.232
N: 0.53280 0.17075 0.56419  -0.033
O: 0.59543 1.09105 2.60550  0.001
F: 0.49001 -2.27122 -1.52111  0.103
F: -0.98721 -0.74158 -2.67263  -0.003

## B
ORCA calculation (wB97M-V/def2-TZVPD) on C3H3F2NO in the gas phase.

Net charge: 0
Structure (SMILES): F[C@H]1C=CON1F

Last column: Löwdin charge in e.
Cartesian coordinates (Å):
C: 0.25255 0.14343 0.11205  -0.020
C: -0.18929 -0.88636 0.82585  -0.087
C: -0.86134 1.06403 -0.22154  -0.207
N: -2.17644 0.06916 0.35082  0.011
O: -1.53828 -0.91009 1.04474  -0.049
F: -0.88310 2.18699 0.51603  0.047
F: -2.61280 -0.53522 -0.85953  -0.069
H: 1.26776 0.33964 -0.15760  0.106
H: 0.34659 -1.69864 1.27731  0.127
H: -1.10837 1.29677 -1.25266  0.142

Most stable structure among those shown: A. Next: +0.0225 hartree.